No. 1
{"formula": "C13H19NO6PPbS5Sb", "method": "ωB97M-V with the def2-TZVPD basis set", "total_energy_ha": -3778.54491, "relative_energy_kcal_mol": 0.0, "total_charge": -2, "homo_lumo_gap_ev": 5.5, "symbols": ["Pb", "Sb", "S", "S", "S", "S", "S", "P", "O", "O", "O", "O", "O", "O", "N", "C", "C", "C", "C", "C", "C", "C", "C", "C", "C", "C", "C", "C", "H", "H", "H", "H", "H", "H", "H", "H", "H", "H", "H", "H", "H", "H", "H", "H", "H", "H", "H"], "xyz": [[0.08857, -0.66591, -1.23436], [2.21501, -2.92246, -2.67266], [-0.15252, -3.05245, -2.59515], [2.96079, -3.35966, -4.82640], [3.20936, -4.21131, -1.01379], [-1.51440, 1.64802, -4.27019], [2.47109, -0.65051, -2.06777], [0.46033, -1.34613, 1.83377], [-0.21612, 2.02098, -0.80796], [-0.50150, 1.69082, -5.29958], [1.49539, -2.56918, 2.10911], [-0.91961, -1.89060, 2.42907], [0.93281, -0.27337, 2.90357], [-2.77749, 1.01421, -4.61556], [-0.84225, 1.11811, -2.83424], [-1.26350, 3.43344, -2.43359], [-0.97198, -4.23929, 1.36592], [-1.74215, 3.35289, -3.71678], [-1.13672, -3.39282, 2.60113], [0.49859, 1.05237, 3.28587], [2.89986, -2.38422, 1.88253], [-0.77170, 2.13454, -1.91726], [-1.24814, 4.67073, -1.74210], [-1.92849, 5.73484, -2.30574], [3.70482, -2.97386, 3.06878], [-2.51606, 4.38092, -4.22203], [-0.99794, 1.25561, 3.26852], [-2.64985, 5.55584, -3.49283], [-1.55628, -5.18731, 1.48374], [3.09392, -1.32083, 1.76877], [-2.17174, -3.44091, 2.94619], [-1.46841, 1.30958, 2.25325], [0.90570, 1.23334, 4.32339], [-0.78886, 4.68599, -0.76123], [3.32589, -3.92336, 3.43271], [-1.32735, -3.74122, 0.46868], [-3.03120, 4.23851, -5.16091], [4.74803, -3.07849, 2.75182], [1.04274, 1.74953, 2.58540], [3.08518, -2.91138, 0.87537], [-3.29324, 6.35465, -3.95363], [3.65781, -2.30886, 3.93174], [-1.84054, 6.67464, -1.77372], [-1.27651, 2.21459, 3.78367], [0.05711, -4.47525, 1.11653], [-1.50835, 0.46452, 3.86388], [-0.44013, -3.66925, 3.38408]], "mulliken_charge": [0.805, 0.891, -0.698, -0.738, -0.732, 1.010, -0.614, 0.390, -0.770, -0.649, -0.348, -0.414, -0.277, -0.659, -0.420, 0.129, -0.933, -0.048, -0.163, -0.231, 0.626, 0.816, -0.612, -0.349, -1.302, -0.305, -0.918, -0.411, 0.358, 0.280, 0.329, 0.205, 0.238, 0.446, 0.266, 0.213, 0.397, 0.378, 0.253, -0.501, 0.273, 0.312, 0.358, 0.374, 0.265, 0.239, 0.242]}

***

No. 2
{"formula": "C13H20AlBr3Cl4CsF6N2O11PS", "method": "ωB97M-V with the def2-TZVPD basis set", "total_energy_ha": -12608.22646, "homo_lumo_gap_ev": 3.3, "symbols": ["Cs", "Br", "Br", "Br", "Cl", "Cl", "Cl", "Cl", "S", "P", "Al", "F", "F", "F", "F", "F", "F", "O", "O", "O", "O", "O", "O", "O", "O", "O", "O", "O", "N", "N", "C", "C", "C", "C", "C", "C", "C", "C", "C", "C", "C", "C", "C", "H", "H", "H", "H", "H", "H", "H", "H", "H", "H", "H", "H", "H", "H", "H", "H", "H", "H", "H", "H"], "xyz": [[0.44559, -0.61411, -3.33101], [0.43646, -3.34002, -4.08923], [2.09141, 5.58978, 4.48630], [-2.26125, -1.84031, -2.06064], [-1.39088, -6.18733, -6.00375], [-1.38531, -6.41201, -8.89529], [1.03140, -5.62872, -7.49959], [-1.21466, -3.80141, -7.64634], [-5.15958, 0.87093, -1.12880], [4.68264, 1.73870, -7.87782], [4.47239, 0.38510, -3.23545], [5.79272, 1.07041, -6.90712], [4.36876, 3.06962, -8.73278], [3.83020, 0.94312, -8.99318], [5.95368, 1.53650, -8.84896], [4.54436, 2.89119, -6.75161], [3.59592, 0.91672, -7.00454], [-5.80439, -0.60168, -0.91525], [-0.22458, -0.71329, 0.21814], [3.63755, 8.41149, 6.08285], [-5.80463, 1.57678, 0.17872], [3.54798, -0.11321, -1.30042], [-3.74309, 0.77470, -0.93110], [-0.02581, -0.74032, 9.05062], [2.50385, 3.88696, 5.37780], [0.74754, 3.70370, 4.06410], [-5.73906, 1.45345, -2.29792], [2.83684, -1.86642, 0.10734], [0.45722, 0.37126, -0.29453], [1.51068, 3.23644, 4.89940], [2.13124, 1.36838, 6.36062], [-0.51905, -4.06710, -2.55319], [1.28708, 1.90340, 5.37486], [2.75882, -0.66466, -0.24670], [1.74703, 0.39189, 0.46594], [-6.31158, -0.70004, 0.41694], [-0.73924, -5.50743, -7.51249], [-1.98230, -3.69683, -2.59544], [1.89447, 0.09135, 6.83160], [0.22125, 1.15651, 4.85740], [-0.00402, -0.12118, 5.33480], [0.82733, -0.65563, 6.32423], [-6.77328, 0.70548, 0.76613], [-2.54803, -4.28625, -1.87203], [-0.00690, -3.70839, -1.65954], [-0.87897, -0.47844, 9.39642], [2.19429, 1.43428, 0.47758], [0.64290, -1.65507, 6.70206], [-0.82777, -0.70788, 4.94499], [3.26682, 7.67418, 5.58302], [1.50668, -0.01178, 1.50257], [2.53390, -0.33052, 7.59754], [-7.74573, 0.92509, 0.31745], [2.96214, 1.93728, 6.76300], [-5.49275, -1.01984, 1.06792], [-0.43302, 1.55979, 4.09277], [-7.12012, -1.42845, 0.46800], [3.60596, 8.11248, 6.99931], [-0.39460, -5.14826, -2.62788], [-1.01611, -0.93922, -0.33253], [-6.82678, 0.86633, 1.84284], [-2.43039, -3.81428, -3.58147], [0.67660, 0.24363, -1.29177]], "mulliken_charge": [1.164, -0.240, 0.212, -0.363, -0.091, -0.088, -0.070, -0.071, 1.022, 0.950, 0.739, -0.319, -0.328, -0.327, -0.330, -0.327, -0.297, -0.298, -0.212, -0.605, -0.306, -0.573, -0.469, -0.798, -0.466, -0.605, -0.549, -0.557, -0.013, 1.201, -0.293, -0.875, 0.322, 0.340, -0.105, -0.288, 0.303, -0.187, -0.499, -0.223, -0.585, -0.441, -0.357, 0.400, 0.473, 0.184, 0.246, 0.357, 0.399, 0.235, 0.156, 0.382, 0.291, 0.410, 0.279, 0.493, 0.312, 0.318, 0.366, 0.200, 0.308, 0.321, -0.231]}

***

No. 3
{"formula": "C13H20BF6INO5", "method": "ωB97M-V with the def2-TZVPD basis set", "total_energy_ha": -1860.18742, "total_charge": -1, "homo_lumo_gap_ev": 6.9, "symbols": ["I", "F", "F", "F", "F", "F", "F", "O", "O", "O", "O", "O", "N", "C", "C", "C", "C", "C", "C", "C", "C", "C", "C", "C", "C", "C", "B", "H", "H", "H", "H", "H", "H", "H", "H", "H", "H", "H", "H", "H", "H", "H", "H", "H", "H", "H", "H"], "xyz": [[0.88343, -2.33896, -5.79320], [-1.87242, 4.78752, -0.54192], [-2.54908, 4.67507, 1.50930], [-1.20635, -3.27868, 5.22328], [-0.66510, -1.25181, 5.75476], [-2.73905, -1.76432, 5.39027], [-1.49041, 3.00402, 0.63257], [-0.64843, -2.34304, 2.76137], [0.76670, 4.34155, 0.51515], [-1.85591, -0.49430, 3.24142], [-0.15059, 5.85047, 1.92255], [-1.90324, -0.92496, -2.96409], [-1.97577, -3.18425, -3.20512], [2.63091, 4.18881, 2.07593], [-1.27628, -1.65091, 3.50399], [-1.48241, -1.99844, 4.99472], [-0.22541, 4.94820, 1.14142], [2.46528, -3.62706, -3.30392], [3.30144, -3.81991, -2.27609], [2.09784, 4.81387, 0.80637], [-1.56560, 4.33683, 0.67937], [-1.72606, 0.00258, 1.88537], [-1.37770, -2.00731, -2.79608], [1.06767, -1.32002, -2.74549], [-2.74829, -0.61837, 0.96496], [-0.05080, -2.13802, -2.07875], [1.99983, -2.15355, -3.79764], [-1.87787, 1.07423, 1.96400], [1.70572, -0.87422, -1.97390], [-0.23360, -1.76835, -1.06101], [-2.58640, -1.69200, 0.86817], [2.08528, -4.50097, -3.83826], [2.04099, 4.49431, 2.93976], [-2.55688, -3.04777, -4.02111], [-2.68006, -0.17384, -0.02818], [3.66420, 4.49519, 2.23611], [0.22110, -3.19186, -1.97058], [2.59378, 3.10160, 2.00826], [0.60887, -0.47704, -3.27162], [2.69431, 4.51879, -0.05355], [2.09505, 5.90180, 0.86147], [-0.71242, -0.16694, 1.52382], [-3.75771, -0.47162, 1.35246], [3.00189, -1.51066, -4.02253], [3.41829, -3.07612, -1.49026], [3.88212, -4.73679, -2.18639], [-1.31091, -3.93277, -3.33717]], "mulliken_charge": [-0.384, -0.253, -0.260, -0.242, -0.261, -0.250, -0.221, -0.518, -0.299, -0.348, -0.525, -0.648, -0.555, -1.086, 0.331, 0.931, 0.327, -0.287, -0.733, -0.237, 0.923, 0.035, 0.404, -1.243, -1.256, 0.460, 0.190, 0.126, 0.336, -0.246, 0.350, 0.225, 0.314, 0.254, 0.387, 0.370, 0.322, 0.295, 0.364, 0.320, 0.329, 0.326, 0.392, -0.223, 0.201, 0.262, 0.297]}

***

No. 4
{"formula": "C13H20BrN4O3SSbSe4Tc", "method": "ωB97M-V with the def2-TZVPD basis set", "total_energy_ha": -13851.21471, "relative_energy_kcal_mol": 3.5, "multiplicity": 4, "s_squared": 3.769, "homo_lumo_gap_ev": [6.8, 6.5], "symbols": ["Sb", "Tc", "Br", "Se", "Se", "Se", "Se", "S", "O", "O", "O", "N", "N", "N", "N", "C", "C", "C", "C", "C", "C", "C", "C", "C", "C", "C", "C", "C", "H", "H", "H", "H", "H", "H", "H", "H", "H", "H", "H", "H", "H", "H", "H", "H", "H", "H", "H", "H"], "xyz": [[-2.19660, -0.28178, 2.85265], [-0.10412, -0.33583, -0.92103], [-1.63738, -2.39826, -0.82626], [-0.13696, 1.41139, 3.50868], [-4.08552, 0.83400, 3.65987], [-0.61857, 2.63787, 1.55477], [-1.80978, 0.95082, 0.39187], [1.40239, 2.95641, -1.48144], [0.29425, 3.81846, -1.20868], [2.52471, 2.99449, -0.55535], [0.65360, -0.01602, -3.46163], [0.74182, -2.12732, 1.47600], [1.65681, -1.63884, -1.37346], [0.96457, 1.40137, -1.73467], [2.72771, 1.47728, 1.66701], [2.15596, -2.27449, 1.77699], [1.05797, 1.07019, -3.05238], [2.45509, 0.09705, 1.16943], [2.92941, -1.64075, -0.60120], [2.00726, 2.08820, -5.23186], [1.98535, 3.24017, -3.12445], [2.66630, -0.91969, 2.27343], [1.69979, 2.12517, -3.88441], [2.58139, 4.36608, -3.65387], [2.61630, 3.20746, -5.78452], [3.27646, -0.24375, -0.06394], [2.91828, -2.68517, 0.51932], [2.89894, 4.32842, -5.00656], [2.04633, 1.65697, 2.43327], [0.34316, -2.89510, 0.94804], [1.83900, -1.39456, -2.34424], [3.72868, -0.98945, 2.53510], [2.35760, -3.02292, 2.55341], [1.38772, 0.11871, 0.93571], [2.56060, 2.17291, 0.90907], [3.67839, 1.58013, 2.01748], [2.78996, 5.23667, -3.04742], [3.72825, -1.92645, -1.29082], [2.87186, 3.21374, -6.83568], [1.27184, -2.58170, -1.40329], [3.95629, -2.88167, 0.80037], [3.37047, 5.18787, -5.46432], [2.11213, -0.61812, 3.16507], [3.13485, 0.50539, -0.84396], [0.17467, -2.00278, 2.30568], [2.51992, -3.62834, 0.13383], [1.77168, 1.21311, -5.82222], [4.33916, -0.24400, 0.20506]], "lowdin_spin": [0.014, 2.716, 0.024, 0.006, 0.005, -0.010, 0.024, 0.004, 0.000, 0.002, 0.053, 0.037, 0.022, 0.019, 0.001, 0.003, 0.015, 0.024, 0.003, 0.001, 0.001, 0.002, 0.001, 0.000, 0.000, 0.002, 0.000, 0.001, 0.000, 0.001, 0.005, 0.001, 0.001, 0.017, 0.000, 0.001, 0.000, 0.000, 0.000, 0.001, 0.000, 0.000, 0.000, 0.001, 0.000, 0.000, 0.000, 0.000]}

***

No. 5
{"formula": "C13H20BrNO2", "method": "ωB97M-V with the def2-TZVPD basis set", "total_energy_ha": -3286.57518, "smiles": "COCCNCCCOc1ccc(C)cc1Br", "relative_energy_kcal_mol": 2.1, "homo_lumo_gap_ev": 9.3, "symbols": ["Br", "O", "O", "N", "C", "C", "C", "C", "C", "C", "C", "C", "C", "C", "C", "C", "C", "H", "H", "H", "H", "H", "H", "H", "H", "H", "H", "H", "H", "H", "H", "H", "H", "H", "H", "H", "H"], "xyz": [[-3.52860, -1.42073, -0.12613], [-0.67627, -1.31001, 0.42127], [2.39508, 5.61049, 0.11533], [0.21854, 2.71798, -0.39599], [0.35752, 1.28122, -0.47726], [0.70113, 0.57081, 0.84411], [-2.36667, -6.62793, -0.52817], [2.29460, 7.00298, -0.02532], [0.66109, -0.94413, 0.68464], [1.19840, 4.93877, -0.20263], [1.42238, 3.43851, -0.03273], [-1.87620, -5.23492, -0.27771], [-0.54488, -4.96854, -0.00076], [-2.76861, -4.16714, -0.31340], [-0.98118, -2.60981, 0.20417], [-0.09548, -3.67892, 0.23783], [-2.32237, -2.88664, -0.07721], [-0.59190, 0.88660, -0.84680], [1.69708, 0.85898, 1.18289], [-2.90317, -6.67904, -1.47414], [1.13344, 1.06433, -1.21796], [-3.81295, -4.33818, -0.52688], [0.94876, -3.51373, 0.45071], [1.76089, 3.25848, 1.00016], [2.04769, 7.28266, -1.05729], [-0.02607, 0.85937, 1.60617], [-1.53841, -7.33074, -0.55736], [-3.05327, -6.93408, 0.26048], [3.26632, 7.41437, 0.24011], [2.22358, 3.12700, -0.70775], [-0.53470, 2.95565, 0.24239], [0.38591, 5.27576, 0.46176], [0.16622, -5.78076, 0.03203], [1.00909, -1.43328, 1.60558], [1.52747, 7.41706, 0.64175], [1.30877, -1.25424, -0.14720], [0.89675, 5.15180, -1.23869]], "mulliken_charge": [-0.171, -0.228, -0.284, -0.279, -0.780, -0.582, -1.397, -0.703, -0.738, -0.530, -0.454, 0.706, -0.865, -0.471, 0.975, -0.408, -0.253, 0.336, 0.369, 0.338, 0.298, 0.409, 0.354, 0.227, 0.293, 0.295, 0.345, 0.310, 0.239, 0.252, 0.287, 0.300, 0.278, 0.435, 0.292, 0.442, 0.366]}

***

No. 6
{"formula": "C13H20ClFN2O7Os", "method": "ωB97M-V with the def2-TZVPD basis set", "total_energy_ha": -1793.66533, "relative_energy_kcal_mol": 0.0, "total_charge": 2, "homo_lumo_gap_ev": 7.0, "symbols": ["Os", "Cl", "F", "O", "O", "O", "O", "O", "O", "O", "N", "N", "C", "C", "C", "C", "C", "C", "C", "C", "C", "C", "C", "C", "C", "H", "H", "H", "H", "H", "H", "H", "H", "H", "H", "H", "H", "H", "H", "H", "H", "H", "H", "H", "H"], "xyz": [[0.60721, -1.29329, -0.30558], [0.56920, -3.32504, -1.52776], [-4.99975, 3.10571, 2.24350], [-5.51341, 3.35191, -0.46824], [-0.88386, 0.02771, 0.18675], [2.59269, -1.67379, -0.28194], [1.14951, -0.05152, -1.89444], [1.13342, 0.38259, 0.75249], [0.78285, -2.41008, 1.48113], [-1.13997, 2.47802, -1.42320], [-1.77129, 2.58496, 0.75085], [-3.31524, 2.97116, -0.92886], [3.08651, -2.26775, 0.97583], [-4.03288, 2.96792, 1.35339], [2.53300, -0.35189, -2.23531], [-0.05855, 0.85656, 0.69079], [-2.78324, 2.71432, 1.71544], [-2.02613, 2.67419, -0.60174], [-0.28830, -2.57179, 2.45959], [2.06555, -2.02233, 2.06119], [3.29583, -0.56314, -0.94703], [-4.41426, 3.12580, -0.05740], [-0.89763, -2.37610, -1.21074], [-0.41891, 2.24945, 1.09714], [0.30006, 0.26168, -3.04498], [-0.03097, -3.40636, 3.10679], [2.55322, -1.25060, -2.85528], [2.94347, 0.48461, -2.79929], [3.27061, 0.30904, -0.29842], [-1.19436, -2.78973, 1.90549], [2.27053, -2.64498, 2.93149], [2.01670, -0.98166, 2.36830], [-1.59972, -2.91426, -0.58361], [4.32299, -0.86636, -1.13941], [-1.32706, -1.97643, -2.12260], [0.27072, 2.89356, 0.54523], [0.23982, -0.60887, -3.69826], [-3.51757, 3.07624, -1.91445], [4.06896, -1.86428, 1.20945], [-2.49140, 2.62724, 2.75199], [3.17101, -3.33111, 0.76125], [-0.22371, 2.39114, 2.15978], [0.74632, 1.10553, -3.56398], [-0.66267, 0.55549, -2.63989], [-0.39931, -1.65345, 3.03455]], "mulliken_charge": [2.422, -0.026, -0.272, -0.514, -0.890, -0.446, -0.349, -0.868, -0.331, -0.677, 0.216, -0.078, -0.401, 0.211, -0.533, 0.755, 0.009, 0.483, -0.839, -0.592, -0.567, 0.298, -0.397, -1.398, -0.900, 0.343, 0.371, 0.462, 0.338, 0.305, 0.548, 0.273, 0.459, 0.547, 0.420, 0.355, 0.336, 0.259, 0.436, 0.398, 0.301, 0.515, 0.354, 0.332, 0.328]}